# 1
{"formula": "C22H40As4F7KN2O2", "method": "ωB97M-V/def2-TZVPD", "elements": ["C", "H", "F", "H", "C", "O", "C", "C", "H", "C", "H", "H", "H", "F", "H", "H", "C", "C", "H", "H", "H", "C", "C", "C", "H", "H", "C", "H", "C", "H", "N", "As", "C", "C", "H", "As", "H", "C", "H", "C", "F", "As", "H", "H", "H", "H", "F", "C", "As", "H", "H", "H", "H", "O", "H", "C", "F", "H", "H", "F", "H", "N", "C", "H", "F", "C", "C", "H", "H", "H", "H", "H", "H", "H", "K", "H", "C", "H"], "coordinates": [[1.297, -3.038, 1.358], [-2.720, -0.768, -3.649], [0.662, -0.673, 4.451], [4.901, 3.245, 1.546], [1.039, -3.550, 3.712], [1.366, 3.616, 1.049], [-3.118, -2.008, -1.038], [1.533, 1.077, -1.244], [0.771, 0.414, -4.890], [2.966, 2.562, 2.228], [2.144, 0.958, -2.142], [0.921, -2.574, 0.454], [0.009, 2.460, -3.985], [1.238, -0.411, 6.822], [3.177, -3.631, 0.482], [-0.217, -1.056, -4.833], [-0.772, -2.376, 2.531], [3.354, 1.339, 2.971], [-3.451, -1.213, -0.371], [-1.027, 2.718, 0.620], [-0.370, -3.032, -3.615], [2.291, -4.132, 3.723], [2.552, -3.616, 1.366], [-0.647, 2.010, -3.233], [-3.050, -2.934, -0.467], [-3.340, 3.794, -3.659], [-1.869, 1.021, -5.159], [-2.729, 0.444, -2.385], [0.095, -0.174, -4.263], [-2.109, 2.361, -0.745], [2.817, 0.228, 2.616], [0.071, 0.287, 5.795], [-4.844, 0.377, -4.847], [3.021, -4.163, 2.547], [-1.327, -3.982, -2.470], [-3.655, 1.869, -5.313], [-1.352, -2.308, 3.444], [-1.296, -3.054, -3.042], [-2.148, -3.025, -3.726], [-1.120, 0.666, -3.846], [-0.574, 1.245, 7.049], [-1.357, -1.557, -1.774], [4.169, 2.377, 4.639], [-1.222, 1.667, -5.754], [0.467, -3.474, 4.630], [-1.168, 1.048, -0.011], [4.238, -4.728, 2.561], [-1.157, 2.105, -0.273], [0.283, 2.560, -1.536], [4.300, 0.609, 4.757], [-5.006, 3.205, -3.695], [2.690, -1.545, 3.215], [-3.779, 2.322, -2.765], [3.315, -0.840, 3.405], [-1.161, -1.914, 1.632], [3.976, 3.644, 1.980], [-1.048, -0.974, 6.129], [-4.558, -0.509, -5.416], [2.721, -4.539, 4.629], [-1.092, 0.979, 4.671], [5.377, 1.510, 3.679], [1.739, 2.604, 1.788], [-2.075, -0.187, -2.987], [1.030, 0.135, -1.022], [1.168, 1.537, 5.334], [4.360, 1.458, 4.083], [0.496, -2.998, 2.526], [-5.861, 0.651, -5.129], [-4.819, 0.144, -3.783], [3.527, 4.352, 1.285], [-2.011, 0.112, -5.756], [0.667, -0.511, -3.394], [2.176, 1.340, -0.403], [-1.506, 2.676, -3.191], [0.189, 0.825, 2.720], [-3.847, -2.134, -1.841], [-3.959, 2.898, -3.672], [4.249, 4.183, 2.897]], "atomic_forces_ev_per_a": [[0.0, 0.0, 0.1], [0.0, 0.1, 0.0], [0.2, -0.6, 0.6], [-0.1, 0.0, 0.0], [0.0, 0.0, 0.1], [-0.1, -0.2, 0.1], [0.0, 0.0, 0.0], [0.0, 0.0, 0.1], [0.0, 0.0, 0.0], [-0.1, -0.3, 0.2], [0.0, 0.0, 0.1], [0.0, 0.0, -0.1], [0.0, 0.0, -0.1], [0.4, -0.2, 0.3], [0.0, 0.0, 0.0], [0.0, 0.1, 0.0], [0.1, -0.1, 0.0], [-0.1, 0.3, -0.3], [0.0, 0.0, 0.0], [0.1, 0.0, -0.1], [0.0, 0.0, 0.0], [-0.2, 0.0, 0.1], [-0.1, 0.1, -0.1], [0.0, -0.2, -0.1], [0.0, 0.0, 0.0], [0.0, 0.0, 0.0], [0.1, 0.0, 0.1], [0.0, 0.1, 0.1], [0.1, 0.0, 0.0], [0.0, 0.0, 0.1], [0.6, -0.1, 0.3], [-0.1, -0.1, 0.2], [0.0, -0.1, 0.1], [-0.1, 0.1, 0.0], [0.0, 0.0, 0.0], [0.0, 0.1, -0.1], [0.1, 0.0, -0.1], [0.0, -0.1, 0.0], [0.0, 0.0, 0.0], [0.0, 0.0, 0.0], [-0.2, 0.3, 0.4], [0.1, 0.1, 0.3], [0.0, 0.0, 0.0], [0.1, 0.1, -0.1], [0.0, 0.0, 0.0], [0.0, -0.2, 0.0], [0.3, -0.1, 0.0], [0.0, 0.1, 0.0], [0.0, -0.1, 0.0], [0.0, 0.0, 0.0], [0.0, 0.0, 0.0], [0.0, -0.1, 0.0], [0.0, 0.0, 0.0], [-0.1, -0.1, -0.1], [0.0, -0.1, -0.1], [0.1, 0.0, 0.1], [-0.3, -0.4, 0.1], [0.0, 0.0, 0.0], [0.0, 0.0, 0.0], [-0.7, 0.1, 0.6], [-0.1, 0.0, 0.0], [0.5, 0.6, -0.5], [0.1, 0.1, -0.1], [0.0, 0.0, 0.0], [0.2, 0.2, -0.1], [0.0, 0.1, -0.1], [-0.1, 0.2, 0.0], [0.0, 0.0, 0.0], [0.0, 0.0, 0.0], [0.0, 0.0, 0.0], [0.0, -0.1, 0.0], [0.0, 0.0, 0.0], [-0.1, 0.0, -0.1], [-0.1, 0.1, 0.0], [-0.2, 0.3, -1.7], [0.0, 0.0, 0.0], [0.0, 0.0, 0.1], [0.0, -0.1, -0.1]], "lumo_ev": [2.2, 1.5], "e_tot_ha": -11364.42641, "homo_lumo_gap_ev": [6.31, 5.61], "charge": -1, "homo_ev": [-4.15, -4.15], "spin_multiplicity": 2}

# 2
{"formula": "C41H27F5N6O2SeSnTe", "method": "ωB97M-V/def2-TZVPD", "elements": ["H", "C", "C", "C", "N", "C", "C", "H", "F", "C", "N", "C", "H", "H", "C", "H", "C", "H", "C", "H", "C", "C", "H", "F", "C", "C", "C", "F", "H", "C", "H", "F", "N", "O", "C", "H", "C", "N", "O", "C", "H", "C", "C", "H", "N", "C", "H", "Sn", "N", "H", "Te", "C", "C", "H", "C", "H", "C", "C", "H", "C", "H", "C", "F", "C", "C", "Se", "C", "H", "H", "C", "H", "C", "C", "C", "C", "H", "C", "H", "C", "H", "H", "C", "H", "C"], "coordinates": [[5.554, -1.884, 0.439], [4.354, 0.927, 2.817], [-1.161, 3.101, 4.691], [1.356, -2.505, 0.607], [-1.035, 2.598, 0.574], [4.570, 4.943, -1.313], [-4.976, 0.403, -0.934], [-1.611, 2.051, 7.857], [-4.221, 1.400, -1.381], [-6.201, 0.203, -1.510], [0.334, -3.691, -0.938], [1.289, -3.743, 0.062], [-1.080, -0.127, 6.807], [-2.208, 4.196, 0.051], [4.985, 4.225, -2.424], [4.902, 2.348, -3.471], [-0.787, -4.511, -2.961], [6.690, -1.515, 2.606], [3.375, 3.020, -0.535], [0.458, -8.085, -2.224], [4.153, -0.292, 0.728], [4.582, 2.905, -2.599], [0.968, -6.277, -0.658], [-8.171, -1.036, -1.607], [5.218, -1.096, 1.103], [-0.628, -6.829, -3.582], [5.419, 0.112, 3.179], [-7.359, -2.658, 0.377], [3.436, 4.907, 0.510], [3.756, 4.345, -0.359], [-0.913, -2.082, -1.634], [-4.957, -2.276, 1.503], [-1.142, -8.706, -5.295], [-0.494, -0.525, 4.390], [-1.406, 2.333, -4.375], [5.906, 0.267, 4.133], [-0.139, -2.430, -0.967], [-0.761, 1.990, -2.107], [-0.253, 0.706, 2.081], [0.407, -6.053, -1.556], [-1.186, 3.990, 4.077], [-1.089, -5.539, -3.834], [0.112, -7.081, -2.433], [-1.326, 2.035, -5.411], [-1.133, 2.840, 1.896], [-0.868, 1.866, 4.074], [-2.903, 4.558, -2.305], [-0.039, 0.698, -0.087], [0.450, -1.689, -0.044], [-1.143, -3.514, -3.190], [2.286, 2.136, 1.034], [-6.579, -1.677, -0.032], [-0.806, 0.700, 4.868], [-1.678, -5.344, -4.720], [3.770, 2.295, -1.655], [-0.317, -0.460, 3.447], [-1.404, 3.175, 6.036], [5.854, -0.889, 2.322], [-1.623, 4.127, 6.501], [-0.913, -7.883, -4.524], [3.651, -0.464, -0.217], [-2.286, 3.734, -2.643], [-6.629, 0.984, -2.489], [-2.224, 3.383, -3.985], [-1.094, 0.786, 6.224], [-2.898, -0.099, 0.954], [-7.003, -0.840, -1.056], [5.623, 4.694, -3.162], [4.879, 5.972, -1.179], [-0.692, 1.664, -3.404], [-0.034, 0.841, -3.666], [-4.514, -0.421, 0.107], [-1.627, 3.343, -0.280], [-5.347, -1.470, 0.540], [-0.028, -4.766, -1.827], [1.974, -2.151, 1.417], [-0.738, 1.796, 2.621], [-2.806, 3.925, -4.719], [-1.545, 3.017, -1.720], [3.450, 1.270, -1.800], [4.017, 1.709, 3.486], [-1.388, 2.003, 6.798], [1.840, -4.636, 0.308], [3.744, 0.723, 1.586]], "atomic_forces_ev_per_a": [[0.0, 0.0, 0.0], [0.0, 0.0, 0.0], [0.0, -0.1, -0.2], [-0.1, 0.2, 0.1], [0.0, -0.2, -0.6], [0.0, 0.0, 0.0], [0.1, -0.2, 0.2], [0.0, 0.0, -0.1], [0.1, 0.1, 0.0], [-0.1, 0.1, -0.1], [0.0, 0.0, -0.1], [0.0, 0.0, -0.1], [0.0, 0.1, 0.0], [0.0, 0.0, 0.0], [0.0, 0.0, 0.0], [0.0, 0.0, 0.0], [0.0, 0.2, 0.0], [0.0, 0.0, 0.0], [-0.1, -0.1, 0.0], [0.0, 0.0, 0.0], [0.0, 0.0, 0.0], [0.0, 0.0, 0.0], [0.0, 0.0, -0.1], [-0.2, 0.0, -0.1], [0.0, 0.0, 0.0], [-0.1, 0.0, -0.1], [0.0, 0.0, 0.0], [-0.1, -0.1, 0.0], [0.0, 0.0, 0.0], [0.0, 0.0, 0.0], [0.1, -0.1, 0.0], [0.1, -0.1, 0.2], [0.1, 0.2, 0.2], [-0.2, 0.1, 0.4], [-0.2, 0.1, -0.1], [0.0, 0.0, 0.0], [0.1, -0.2, 0.2], [-0.1, 0.1, 0.2], [0.1, -0.3, -0.4], [0.1, 0.0, 0.2], [0.0, 0.0, 0.0], [0.0, 0.0, 0.0], [0.0, -0.1, 0.0], [0.0, 0.0, 0.0], [-0.1, -0.3, 0.3], [0.0, -0.1, -0.2], [0.0, 0.0, -0.1], [-0.1, 0.2, 0.6], [0.0, 0.2, 0.0], [0.1, -0.1, 0.0], [0.2, 0.0, -0.3], [-0.1, 0.0, 0.0], [0.1, 0.0, -0.3], [0.0, 0.0, 0.0], [0.0, 0.1, 0.0], [0.1, 0.1, -0.3], [0.0, 0.1, 0.1], [0.0, 0.0, 0.0], [0.0, -0.1, 0.0], [0.0, -0.1, -0.1], [0.1, 0.0, 0.0], [-0.1, 0.2, -0.1], [0.0, 0.0, -0.1], [0.0, 0.1, 0.0], [0.0, -0.1, 0.2], [0.0, -0.3, 0.0], [0.0, 0.0, 0.0], [0.0, 0.0, 0.0], [0.0, 0.0, 0.0], [0.2, -0.1, 0.5], [0.0, 0.0, 0.1], [0.2, 0.1, -0.1], [0.2, -0.1, -0.2], [0.1, 0.2, -0.1], [0.0, 0.0, 0.0], [-0.1, 0.0, -0.1], [0.0, 0.5, 0.1], [0.0, 0.0, 0.0], [0.1, -0.2, 0.0], [0.1, 0.0, 0.0], [0.0, 0.0, 0.0], [0.0, 0.0, 0.1], [-0.1, 0.1, -0.1], [-0.2, 0.0, -0.1]], "lumo_ev": [-7.9, -8.0], "e_tot_ha": -5440.08524, "homo_lumo_gap_ev": [4.92, 4.82], "charge": 2, "homo_ev": [-12.78, -12.78]}

# 3
{"formula": "Cl2HPS2", "method": "ωB97M-V/def2-TZVPD", "elements": ["H", "Cl", "Cl", "S", "S", "P"], "coordinates": [[0.747, -0.180, -0.127], [1.480, -0.419, 3.106], [-0.273, 2.128, 3.087], [0.504, 1.086, 0.176], [-2.120, -1.228, 2.113], [-0.082, 0.479, 2.082]], "atomic_forces_ev_per_a": [[0.0, -0.5, -0.3], [-0.4, 0.4, -0.7], [-0.3, 1.3, 0.4], [0.2, 0.5, 0.6], [2.6, 2.2, -0.1], [-2.0, -3.8, 0.0]], "lumo_ev": [-1.7, -1.7], "e_tot_ha": -2058.68491, "homo_lumo_gap_ev": [6.94, 6.94], "homo_ev": [-8.66, -8.66]}

For reference, energy relative to the best compared isomer or geometry (same formula, charge and spin) by record: 36.9, 53.0, 59.6 kcal per mole.
For reference, max |F| by record: 1.7, 0.7, 4.3 eV Å⁻¹.